1.
Below is 9 unconnected molecules or ions with the total composition C29H58N4O15 in a non-equilibrium geometry, with properties calculated with wB97M-V/def2-TZVPD.

Last column: Löwdin charge in e.
Geometry (Å):
C 4.58 -5.15 -5.77  -0.108
O 4.96 -4.48 -4.57  -0.188
C 5.94 -3.42 -4.62  -0.174
C 6.25 -2.74 -3.30  -0.208
O 5.06 -2.25 -2.75  -0.122
C 5.23 -1.51 -1.53  -0.192
C 3.87 -1.23 -0.97  -0.205
O 3.09 -0.75 -2.06  -0.191
C 1.67 -0.56 -1.72  -0.060
H 5.46 -5.39 -6.37  0.074
H 4.05 -4.47 -6.44  0.081
H 4.06 -6.10 -5.70  0.086
H 5.54 -2.61 -5.23  0.121
H 6.80 -3.80 -5.17  0.123
H 7.03 -2.01 -3.54  0.127
H 6.65 -3.37 -2.51  0.124
H 5.80 -0.58 -1.65  0.129
H 5.77 -2.07 -0.77  0.121
H 4.06 -0.42 -0.27  0.125
H 3.41 -2.16 -0.61  0.125
H 1.41 0.39 -1.26  0.068
H 1.26 -1.40 -1.17  0.062
H 1.12 -0.44 -2.66  0.064
C 1.48 -4.17 6.82  0.011
O 2.15 -2.93 6.57  -0.048
C 2.60 -2.65 5.29  -0.124
C 1.51 -2.36 4.18  -0.095
O 0.80 -1.20 4.47  0.031
C -0.05 -0.86 3.33  -0.105
C -0.82 0.37 3.64  -0.227
O -1.52 0.18 4.83  -0.185
C -2.44 1.19 5.24  -0.068
H 1.03 -4.14 7.81  0.115
H 2.16 -5.01 6.69  0.117
H 0.70 -4.29 6.06  0.101
H 3.40 -3.33 5.01  0.158
H 3.12 -1.69 5.41  0.146
H 0.93 -3.28 4.31  0.150
H 2.04 -2.26 3.23  0.150
H -0.74 -1.61 2.95  0.145
H 0.58 -0.62 2.47  0.144
H -1.60 0.51 2.89  0.117
H -0.27 1.31 3.61  0.129
H -3.37 0.92 4.74  0.086
H -2.09 2.22 5.09  0.062
H -2.59 0.93 6.28  0.094
C -0.45 -0.11 -5.55  -0.032
O -1.55 0.21 -4.72  0.013
C -1.89 -0.52 -3.67  -0.521
O -1.27 -1.43 -3.12  0.094
O -3.15 -0.11 -3.30  -0.021
C -3.87 -0.64 -2.23  -0.065
H -0.57 -1.00 -6.16  0.108
H 0.38 -0.26 -4.86  0.070
H -0.16 0.76 -6.15  0.092
H -3.65 -1.71 -2.23  0.093
H -4.94 -0.51 -2.39  0.099
H -3.55 -0.19 -1.29  0.070
C 2.95 1.07 -4.82  0.007
O 2.42 1.85 -3.68  -0.041
C 1.27 2.61 -3.71  -0.599
O 0.57 2.77 -4.64  0.159
O 1.08 2.99 -2.44  -0.010
C -0.03 3.82 -2.12  -0.053
H 3.78 1.62 -5.27  0.090
H 2.17 0.92 -5.56  0.070
H 3.33 0.14 -4.40  0.083
H 0.26 4.85 -2.33  0.086
H -0.10 3.89 -1.04  0.082
H -0.98 3.62 -2.63  0.100
C -1.18 -2.48 -0.17  -0.052
O -1.69 -3.27 0.93  -0.025
C -2.55 -4.25 0.57  -0.520
O -2.85 -4.59 -0.59  0.089
O -3.02 -4.90 1.67  -0.028
C -4.07 -5.82 1.46  -0.056
H -0.34 -1.85 0.13  0.051
H -1.92 -1.72 -0.45  0.060
H -0.83 -3.07 -1.02  0.100
H -4.31 -6.28 2.43  0.093
H -3.71 -6.61 0.80  0.099
H -4.99 -5.35 1.09  0.102
C -0.88 5.99 5.35  -0.054
C -1.13 4.99 4.31  -0.235
N -1.38 4.15 3.51  0.139
H 0.13 5.70 5.63  0.088
H -1.59 5.87 6.17  0.089
H -0.96 7.03 5.02  0.091
C -5.67 3.12 3.64  -0.103
C -6.80 3.79 3.08  -0.280
N -7.75 4.38 2.67  0.133
H -5.70 2.91 4.71  0.088
H -4.75 3.64 3.39  0.071
H -5.68 2.17 3.10  0.080
C -2.82 2.86 0.67  -0.064
C -1.90 1.75 0.32  -0.232
N -1.15 0.89 0.04  0.168
H -2.18 3.63 1.10  0.045
H -3.55 2.54 1.41  0.060
H -3.34 3.26 -0.20  0.072
C -2.12 8.10 -2.35  -0.071
C -2.56 6.93 -1.68  -0.287
N -2.91 5.96 -1.16  0.144
H -2.39 8.08 -3.41  0.096
H -1.04 8.14 -2.23  0.091
H -2.57 8.98 -1.90  0.093

The calculation puts the electronic energy at -2486.8279 a.u. Its molar mass is 702.80 g/mol. The value obtained for the frontier orbital gap (alpha / beta) is 8.5 / 2.2 eV. Its spin multiplicity is 2. The max |F| is 6.25 eV/Å. As for the expectation value of S²: 0.76. The HOMO energy (alpha / beta) comes out at -10.8 / -10.8 eV. The net charge is +1.

***

2.
Below is 9 unconnected molecules or ions with the total composition C29H58O11 in a non-equilibrium geometry, with properties calculated with wB97M-V/def2-TZVPD.

Last column: Löwdin charge in e.
Geometry (Å):
O 0.75 0.44 -3.12  0.146
C -0.22 0.79 -2.57  -0.585
O -0.43 0.72 -1.23  -0.058
C 0.46 -0.08 -0.34  -0.130
C -0.21 -0.08 1.06  -0.020
C -1.16 1.82 -3.08  0.021
H 1.38 0.58 -0.33  0.108
H 0.78 -1.04 -0.67  0.072
H -1.09 -0.65 1.13  0.050
H -0.41 0.78 1.36  -0.048
H 0.42 -0.67 1.92  0.136
H -2.07 1.63 -2.75  0.004
H -1.07 2.04 -4.31  0.154
H -1.00 2.84 -2.74  0.084
O -4.57 0.75 1.38  0.028
C -3.70 1.66 1.25  -0.373
O -2.85 2.12 2.29  -0.077
C -3.00 1.56 3.64  -0.216
C -1.92 2.14 4.53  -0.070
C -3.58 2.44 -0.10  0.045
H -2.96 0.38 3.49  0.161
H -3.96 1.89 4.05  0.122
H -0.83 2.06 4.12  0.121
H -2.18 1.71 5.43  0.056
H -2.00 3.16 4.61  0.040
H -4.20 2.06 -0.88  0.084
H -2.63 2.18 -0.27  0.016
H -3.51 3.46 0.06  0.064
C -1.62 -3.35 5.66  0.006
C -0.73 -2.83 4.46  -0.482
O -0.62 -1.65 4.28  0.052
C -0.06 -3.86 3.60  -0.023
H -1.11 -4.03 6.19  0.020
H -2.39 -3.87 5.25  0.037
H -1.86 -2.56 6.43  0.109
H 0.38 -3.25 2.77  0.061
H -0.97 -4.18 2.99  0.116
H 0.69 -4.58 4.04  0.108
C -0.18 -3.81 -1.40  -0.029
C 1.29 -3.78 -0.96  -0.468
O 1.65 -4.02 0.23  0.010
C 2.33 -3.42 -1.98  -0.027
H -0.52 -2.60 -1.35  0.136
H -0.75 -4.50 -0.82  0.039
H -0.32 -4.42 -2.53  0.162
H 2.56 -4.04 -2.78  0.065
H 3.27 -3.21 -1.44  0.102
H 2.21 -2.49 -2.42  0.046
C 4.03 -3.43 3.17  -0.034
C 4.25 -2.14 3.93  -0.439
O 5.37 -1.89 4.53  -0.013
C 3.17 -1.11 3.88  -0.026
H 4.94 -4.18 3.10  0.128
H 3.75 -3.39 2.11  0.065
H 3.18 -3.91 3.56  0.038
H 2.32 -1.64 3.43  0.054
H 3.72 -0.10 3.57  0.143
H 2.98 -0.94 4.91  0.070
C 0.59 6.05 0.47  -0.002
C 1.25 4.75 1.05  -0.324
O 2.31 4.74 1.88  -0.043
C 0.56 3.45 0.64  -0.010
H -0.41 6.22 0.77  0.069
H 0.65 5.85 -0.49  0.012
H 1.33 6.86 0.85  0.127
H -0.37 3.26 1.03  0.040
H 1.24 2.59 1.23  0.146
H 0.49 3.30 -0.35  0.023
C -2.89 0.09 -8.04  0.008
C -2.04 1.11 -7.26  -0.401
O -2.63 1.87 -6.44  -0.003
C -0.48 1.05 -7.51  -0.020
H -2.62 0.17 -8.90  -0.031
H -3.90 0.50 -7.94  0.101
H -2.91 -0.83 -7.51  0.085
H 0.16 1.72 -6.80  0.114
H -0.45 1.33 -8.65  0.116
H -0.17 0.05 -7.61  0.039
C -3.68 -1.80 -3.47  -0.013
C -3.96 -2.11 -1.98  -0.335
O -4.43 -3.34 -1.63  -0.059
C -3.66 -1.12 -0.89  -0.033
H -4.06 -0.98 -4.05  0.068
H -3.60 -2.65 -4.05  0.040
H -2.59 -1.35 -3.45  0.106
H -2.83 -0.65 -1.18  -0.002
H -3.52 -1.71 0.01  0.091
H -4.49 -0.27 -0.73  0.135
C 6.23 2.57 0.46  -0.030
C 5.46 1.33 0.88  -0.346
O 6.14 0.31 1.58  -0.087
C 4.01 1.37 0.66  -0.057
H 7.05 2.77 1.12  0.080
H 5.59 3.48 0.37  0.100
H 6.42 2.30 -0.52  0.065
H 3.75 1.65 -0.26  0.028
H 3.68 2.23 1.38  0.129
H 3.59 0.32 0.97  0.119

The calculation puts the electronic energy at -1966.9322 a.u. Its molar mass is 582.77 g/mol. The value obtained for the frontier orbital gap is 9.2 eV. The max |F| is 10.69 eV/Å. The energy above the lowest of the compared OMol25 structures with the same formula, charge and spin is 55.8 kcal/mol. The HOMO energy comes out at -9.0 eV.

***

3.
Below is 8 unconnected molecules or ions with the total composition C29H58O13 in a non-equilibrium geometry, with properties calculated with wB97M-V/def2-TZVPD.

Last column: Löwdin charge in e.
Geometry (Å):
O 3.45 -1.03 0.23  0.048
C 3.27 -1.63 1.31  -0.495
O 3.01 -2.96 1.34  -0.052
C 2.57 -3.53 0.19  -0.286
C 1.79 -4.73 0.75  -0.070
C 3.41 -1.06 2.68  0.004
H 3.47 -3.67 -0.55  0.148
H 1.94 -2.80 -0.54  0.151
H 0.96 -4.29 1.29  0.045
H 2.27 -5.17 1.70  0.096
H 1.59 -5.70 0.12  0.108
H 3.27 0.12 2.54  0.109
H 4.41 -1.30 3.22  0.113
H 2.53 -1.32 3.43  0.104
O -3.05 2.27 -3.12  0.046
C -3.01 2.01 -4.35  -0.457
O -3.82 2.32 -5.34  0.027
C -4.96 3.06 -4.91  -0.209
C -5.79 3.42 -6.15  -0.061
C -1.78 1.24 -4.93  0.045
H -4.75 3.94 -4.43  0.095
H -5.50 2.44 -4.23  0.112
H -5.14 4.12 -6.56  0.040
H -6.78 3.93 -6.02  0.081
H -6.17 2.58 -6.89  0.117
H -0.90 1.28 -4.28  0.073
H -1.56 1.57 -5.86  0.045
H -1.76 0.26 -4.91  0.031
O 1.57 1.83 -3.75  0.000
C 2.83 1.51 -3.79  -0.410
O 3.67 1.73 -4.83  -0.015
C 3.29 2.76 -5.66  -0.266
C 4.56 3.09 -6.50  -0.053
C 3.32 0.48 -2.72  -0.009
H 2.70 3.57 -5.21  0.120
H 2.43 2.40 -6.29  0.134
H 4.38 3.98 -7.06  0.049
H 4.60 2.31 -7.29  0.087
H 5.45 3.45 -5.94  0.091
H 3.26 0.95 -1.68  0.103
H 4.40 0.25 -2.96  0.085
H 2.82 -0.52 -2.98  0.111
O 3.50 2.53 2.06  0.084
C 3.08 3.43 1.38  -0.560
O 1.82 3.57 0.93  -0.014
C 0.83 2.57 1.30  -0.180
C -0.62 3.05 1.05  -0.027
C 3.94 4.63 1.00  0.026
H 0.86 2.69 2.36  0.093
H 0.93 1.64 0.96  0.060
H -1.34 2.44 1.64  0.094
H -0.72 3.06 0.08  -0.007
H -0.74 4.17 1.45  0.131
H 4.96 4.43 0.89  0.053
H 3.84 5.14 2.00  0.102
H 3.26 5.15 0.15  0.141
O -0.82 -2.20 -0.59  0.066
C -0.34 -1.10 -0.28  -0.470
O -0.12 -0.69 0.99  -0.020
C -0.41 -1.40 2.09  -0.279
C -0.29 -0.57 3.37  -0.067
C 0.22 -0.19 -1.39  0.036
H 0.29 -2.34 2.30  0.141
H -1.49 -2.05 2.01  0.170
H -0.38 -1.25 4.18  0.064
H -1.13 0.00 3.47  0.026
H 0.65 0.13 3.40  0.102
H -0.27 0.81 -1.16  0.113
H -0.05 -0.48 -2.34  0.051
H 1.35 -0.31 -1.31  0.070
C -2.62 -3.52 5.48  -0.037
C -3.00 -3.21 3.99  -0.411
O -2.60 -4.10 3.17  0.000
C -3.87 -2.01 3.75  -0.027
H -3.55 -3.51 6.13  0.100
H -1.68 -2.98 5.84  0.094
H -2.44 -4.56 5.66  0.054
H -3.94 -1.44 2.87  0.064
H -3.46 -1.23 4.31  0.054
H -4.92 -2.17 4.01  0.106
C 0.97 1.99 5.80  -0.054
C -0.30 2.47 5.58  -0.480
O -1.42 1.84 5.79  -0.019
C -0.40 3.96 5.14  -0.023
H 1.88 2.55 5.51  0.110
H 1.11 1.01 5.41  0.063
H 0.96 1.58 6.90  0.159
H -1.38 4.30 4.72  0.084
H 0.26 4.26 4.45  0.001
H -0.38 4.67 6.15  0.153
C -2.75 -6.63 -0.07  -0.034
C -2.44 -6.31 -1.52  -0.413
O -3.23 -6.84 -2.42  -0.068
C -1.44 -5.22 -2.08  0.030
H -3.75 -7.06 0.17  0.097
H -2.60 -5.67 0.56  0.095
H -1.81 -7.22 0.10  0.092
H -2.28 -4.39 -1.72  0.161
H -1.23 -5.34 -3.21  0.128
H -0.78 -5.25 -1.52  -0.105

The calculation puts the electronic energy at -2117.4945 a.u. Its molar mass is 614.77 g/mol. The value obtained for the frontier orbital gap is 9.0 eV. The max |F| is 15.82 eV/Å. The energy above the lowest of the compared OMol25 structures with the same formula, charge and spin is 264.1 kcal/mol. The HOMO energy comes out at -8.6 eV.

***

4.
Below is 3 unconnected molecules or ions with the total composition C29H59BBr4ClI2NO5, with properties calculated with wB97M-V/def2-TZVPD.

Last column: Löwdin charge in e.
Geometry (Å):
C 0.05 -4.66 -4.43  -0.112
C 1.59 -4.64 -4.49  -0.261
C 2.25 -4.63 -3.09  -0.221
C 2.15 -3.26 -2.38  -0.206
C 3.43 -2.90 -1.58  -0.200
C 3.23 -2.09 -0.29  -0.204
C 2.51 -0.74 -0.47  -0.174
C 2.03 -0.15 0.88  -0.105
C 0.72 0.62 0.87  -0.239
O 0.62 1.33 2.10  -0.078
C -0.11 2.57 2.04  -0.203
C 0.71 3.68 2.74  -0.130
C 0.50 5.06 2.11  -0.269
N -0.89 5.49 1.90  0.014
B -1.54 2.37 2.73  -0.611
O -1.63 2.29 4.10  0.130
O -2.67 2.36 1.92  0.005
C -3.73 1.44 2.17  -0.055
C -0.54 -0.24 0.73  -0.308
O -0.53 -0.94 -0.50  -0.082
C -1.30 -0.27 -1.50  -0.177
C -0.62 -0.27 -2.88  -0.154
C 0.07 1.09 -3.22  -0.253
C 1.40 0.99 -3.97  -0.137
O -0.76 -1.07 1.83  -0.109
C -0.12 -2.32 1.92  -0.388
C 0.45 -2.50 3.36  -0.138
C 0.77 -1.21 4.13  -0.238
C -0.48 -0.54 4.75  -0.574
Cl -0.93 -1.29 6.32  0.532
C -1.07 -3.51 1.62  -0.706
I -3.07 -3.05 2.29  0.944
C -0.96 -4.00 0.15  -0.751
C -2.23 -4.25 -0.67  -0.230
I 0.11 -5.91 0.27  0.849
H -0.29 -5.58 -3.94  0.071
H -0.35 -3.79 -3.88  0.059
H -0.38 -4.67 -5.45  0.068
H 1.92 -5.52 -5.05  0.102
H 1.90 -3.73 -5.03  0.101
H 3.30 -4.94 -3.17  0.105
H 1.75 -5.39 -2.46  0.063
H 2.01 -2.51 -3.16  0.095
H 1.28 -3.23 -1.70  0.086
H 4.14 -2.38 -2.24  0.116
H 3.91 -3.85 -1.29  0.108
H 2.72 -2.72 0.46  0.103
H 4.23 -1.89 0.12  0.116
H 1.72 -0.80 -1.23  0.085
H 3.26 -0.03 -0.86  0.117
H 2.03 -0.93 1.65  0.097
H 2.79 0.58 1.21  0.132
H 0.72 1.33 0.03  0.155
H -0.26 2.87 0.99  0.143
H 1.77 3.39 2.61  0.123
H 0.53 3.70 3.82  0.111
H 1.03 5.14 1.15  0.110
H 0.96 5.82 2.77  0.111
H -1.38 5.56 2.79  0.065
H -1.41 4.81 1.36  0.055
H -2.53 2.47 4.39  0.008
H -3.94 1.32 3.24  0.088
H -4.64 1.82 1.68  0.098
H -3.49 0.46 1.74  0.073
H -1.41 0.44 0.73  0.146
H -2.28 -0.77 -1.55  0.124
H -1.49 0.78 -1.22  0.123
H -1.42 -0.43 -3.62  0.113
H 0.09 -1.11 -2.96  0.096
H 0.22 1.69 -2.31  0.096
H -0.63 1.68 -3.85  0.097
H 1.29 0.46 -4.92  0.006
H 1.79 2.00 -4.17  0.059
H 2.16 0.50 -3.34  0.060
H 0.71 -2.39 1.21  0.121
H -0.27 -3.06 3.97  0.100
H 1.35 -3.13 3.29  0.127
H 1.31 -0.46 3.55  0.094
H 1.43 -1.49 4.97  0.105
H -0.31 0.52 4.93  0.061
H -1.36 -0.63 4.10  0.052
H -0.79 -4.33 2.29  0.011
H -0.27 -3.36 -0.40  0.034
H -2.88 -4.99 -0.19  0.056
H -1.95 -4.66 -1.66  0.057
H -2.77 -3.31 -0.84  0.057
Br -0.11 0.99 -7.22  0.663
C 0.05 2.82 -7.87  -0.681
C 1.40 3.08 -8.49  -0.699
Br 2.80 3.25 -7.16  0.617
H -0.14 3.47 -7.02  0.052
H -0.73 2.94 -8.61  0.057
H 1.39 4.02 -9.03  0.058
H 1.70 2.28 -9.16  0.049
Br -4.12 4.23 5.34  0.691
C -2.53 4.49 6.44  -0.672
C -2.71 5.61 7.43  -0.695
Br -2.63 7.35 6.58  0.613
H -1.71 4.69 5.75  0.045
H -2.36 3.55 6.94  0.070
H -1.91 5.59 8.16  0.061
H -3.67 5.55 7.94  0.051

The calculation puts the electronic energy at -12947.8885 a.u. Its molar mass is 1121.48 g/mol. The value obtained for the frontier orbital gap is 9.3 eV. The max |F| is 0.90 eV/Å. The HOMO energy comes out at -9.1 eV.